1.
C30H75F6N5O10PSr | ωB97M-V/def2-TZVPD

Each line ends with the Mulliken charge.
Element x y z (Å)
Sr  -1.306  -2.312  -1.804  1.594
P  -1.090  0.752  0.951  1.499
F  -1.139  -0.151  2.284  -0.395
F  0.556  0.892  1.288  -0.379
F  -0.918  -0.553  -0.060  -0.049
F  -0.991  1.692  -0.349  -0.363
F  -2.736  0.542  0.667  -0.438
F  -1.424  2.194  1.902  -0.438
C  -4.414  0.622  4.129  -0.323
O  -4.713  -0.297  5.268  -0.482
C  -4.364  -1.684  4.990  -0.249
C  -5.655  -2.506  4.797  -0.596
N  -6.832  -1.869  4.150  -0.461
C  -6.892  -2.154  2.694  -0.131
C  -7.838  -1.157  2.067  -0.774
O  -7.424  0.172  2.188  -0.177
C  -8.625  0.936  2.259  -0.913
H  -3.357  0.475  3.904  0.213
H  -4.477  1.600  4.605  0.319
H  -5.099  0.486  3.292  0.054
H  -4.138  -2.042  5.994  0.424
H  -3.561  -1.899  4.285  0.058
H  -5.905  -2.806  5.815  0.365
H  -5.372  -3.351  4.170  0.220
H  -6.525  -0.907  4.181  0.313
H  -7.043  -3.203  2.435  0.449
H  -5.873  -1.882  2.419  0.027
H  -8.726  -1.373  2.662  0.455
H  -7.863  -1.399  1.005  0.361
H  -9.385  0.670  1.524  0.354
H  -8.370  1.978  2.065  0.223
H  -9.147  0.857  3.213  0.367
C  -0.934  0.937  -3.703  -0.792
O  -1.697  0.019  -2.986  0.241
C  -3.137  0.285  -2.936  -0.855
C  -3.985  -0.577  -2.031  -0.473
N  -3.754  -1.999  -2.341  -0.345
C  -4.689  -2.898  -1.612  -1.266
C  -4.332  -2.993  -0.110  -0.677
O  -2.933  -2.874  0.234  0.630
C  -2.734  -2.783  1.599  -1.261
H  -0.366  0.650  -4.587  0.266
H  -0.143  1.120  -2.976  0.018
H  -1.356  1.938  -3.794  0.409
H  -3.673  0.169  -3.879  0.460
H  -3.256  1.345  -2.712  0.429
H  -5.024  -0.383  -2.297  0.535
H  -3.754  -0.368  -0.986  0.003
H  -4.033  -2.162  -3.298  0.191
H  -4.497  -3.871  -2.065  0.380
H  -5.760  -2.746  -1.742  0.356
H  -4.663  -3.962  0.263  0.607
H  -4.975  -2.364  0.507  0.180
H  -1.705  -2.866  1.948  0.280
H  -3.268  -3.525  2.193  0.480
H  -3.019  -1.806  1.992  0.153
C  1.425  3.971  -0.160  -1.003
O  2.711  3.340  -0.447  -0.131
C  2.505  2.390  -1.519  0.275
C  3.413  2.831  -2.670  -1.207
N  4.812  2.695  -2.197  -0.071
C  5.104  1.225  -2.133  -0.797
C  6.178  0.857  -1.057  -0.717
O  5.931  1.529  0.170  0.179
C  6.777  1.104  1.325  -1.051
H  0.818  4.308  -1.000  0.351
H  1.655  4.848  0.445  0.226
H  0.958  3.227  0.486  0.317
H  1.482  2.267  -1.874  0.091
H  2.814  1.493  -0.983  0.035
H  3.293  3.896  -2.866  0.478
H  3.211  2.398  -3.649  0.340
H  5.215  3.098  -3.031  0.207
H  5.460  0.947  -3.125  0.495
H  4.222  0.597  -2.008  0.238
H  7.052  1.241  -1.582  0.167
H  6.217  -0.217  -0.874  0.566
H  6.506  1.589  2.263  0.208
H  7.842  1.336  1.310  0.326
H  6.693  0.021  1.412  0.389
C  -1.102  -2.266  -5.545  -0.907
O  -1.035  -2.931  -4.226  -0.053
C  -0.852  -4.312  -4.403  -1.024
C  -0.393  -5.033  -3.141  -0.559
N  -1.366  -4.778  -2.137  -0.203
C  -0.980  -5.498  -0.930  -0.878
C  0.261  -4.915  -0.277  -1.139
O  0.116  -3.504  -0.150  0.331
C  1.208  -2.913  0.508  -0.863
H  -0.147  -2.377  -6.059  0.353
H  -1.237  -1.186  -5.491  0.205
H  -1.931  -2.640  -6.146  0.329
H  -0.020  -4.450  -5.094  0.503
H  -1.727  -4.733  -4.898  0.507
H  0.542  -4.540  -2.872  0.237
H  -0.161  -6.078  -3.347  0.424
H  -2.174  -5.311  -2.425  0.167
H  -1.051  -6.567  -1.134  0.629
H  -1.664  -5.492  -0.082  0.178
H  1.182  -5.063  -0.841  0.472
H  0.468  -5.277  0.730  0.502
H  0.942  -1.857  0.463  0.158
H  2.189  -3.126  0.084  0.343
H  1.256  -3.292  1.529  0.295
C  3.536  1.756  2.399  -1.073
O  3.978  2.955  1.770  0.209
C  4.464  3.873  2.819  -0.531
C  4.937  5.172  2.177  -1.326
N  5.801  4.963  1.056  0.013
C  7.217  4.597  1.482  -0.729
C  7.970  4.639  0.142  -0.976
O  7.330  3.926  -0.878  -0.046
C  7.939  4.075  -2.122  -0.997
H  2.590  2.028  2.868  0.372
H  4.145  1.254  3.150  0.424
H  3.428  0.967  1.655  0.095
H  5.284  3.543  3.456  0.269
H  3.516  3.905  3.355  0.494
H  5.307  5.839  2.955  0.377
H  4.050  5.590  1.700  0.448
H  5.707  5.902  0.698  0.245
H  7.308  3.899  2.314  0.395
H  7.519  5.472  2.058  0.509
H  8.963  4.232  0.334  0.394
H  8.216  5.692  0.012  0.456
H  7.549  3.367  -2.854  0.229
H  8.981  3.760  -2.173  0.389
H  7.983  5.129  -2.393  0.359

As for the HOMO-LUMO gap: 6.332 eV. As for the charge: +1. The calculation puts the largest force on an atom at 4.6 eV/Å. Its electronic energy is -86672.4083 eV. For the LUMO energy, the calculation gives -2.8625 eV.


2.
C30H75InN5Na2O14P | ωB97M-V/def2-TZVPD

Each line ends with the Mulliken charge.
Element x y z (Å)
In  3.166  -3.138  1.850  0.980
Na  1.068  0.228  3.900  0.861
Na  -0.892  -1.972  2.221  0.832
P  1.297  -0.362  0.954  1.416
O  0.926  -1.894  0.707  -1.684
O  2.435  -0.372  2.073  -1.176
O  0.199  0.316  1.788  -0.873
O  1.785  0.306  -0.360  -0.711
C  -2.181  -4.358  -4.597  -0.794
O  -1.956  -3.982  -3.260  -0.268
C  -1.197  -2.837  -2.847  -0.589
C  -1.655  -1.876  -1.700  -0.423
N  -1.453  -2.328  -0.282  1.524
C  -1.714  -3.685  -0.045  -0.328
C  -3.192  -4.067  -0.330  -0.816
O  -3.931  -3.785  0.752  -0.502
C  -4.609  -2.535  1.021  -0.086
H  -2.611  -5.334  -4.823  0.268
H  -1.226  -4.278  -5.116  0.304
H  -2.808  -3.625  -5.105  0.331
H  -1.100  -2.176  -3.709  0.753
H  -0.252  -3.137  -2.395  -0.225
H  -2.633  -1.404  -1.789  0.524
H  -0.950  -1.053  -1.578  -0.194
H  -0.523  -2.081  0.024  -0.762
H  -1.516  -4.093  0.947  0.539
H  -1.038  -4.306  -0.633  -0.078
H  -3.268  -5.148  -0.448  0.513
H  -3.489  -3.549  -1.243  0.389
H  -3.966  -1.891  1.620  -0.236
H  -5.506  -2.725  1.609  0.335
H  -5.003  -2.153  0.079  0.289
C  -4.622  2.361  -0.883  -1.075
O  -3.236  1.863  -0.639  0.155
C  -3.092  0.677  0.099  1.136
C  -3.457  0.792  1.595  -1.849
N  -2.606  -0.101  2.372  1.653
C  -2.869  -0.004  3.797  -0.941
C  -4.135  -0.738  4.404  -0.939
O  -5.370  -0.249  3.894  -0.304
C  -6.583  -0.908  4.222  -0.799
H  -4.523  3.278  -1.464  0.229
H  -5.229  2.433  0.020  0.383
H  -5.168  1.705  -1.561  0.350
H  -2.018  0.507  0.013  -0.933
H  -3.447  -0.294  -0.245  0.014
H  -4.449  0.342  1.573  0.653
H  -3.466  1.831  1.925  0.475
H  -1.640  0.133  2.194  -0.394
H  -2.977  1.027  4.134  0.390
H  -2.028  -0.276  4.435  0.417
H  -4.016  -0.588  5.477  0.511
H  -4.042  -1.818  4.291  0.313
H  -7.172  -0.916  3.305  0.264
H  -7.073  -0.407  5.056  0.258
H  -6.295  -1.957  4.295  0.385
C  7.796  -2.387  0.904  -0.937
O  6.488  -1.917  1.085  -0.226
C  6.355  -0.813  0.162  -1.175
C  4.939  -0.387  -0.197  -0.040
N  3.906  -1.365  -0.568  1.226
C  4.255  -2.103  -1.742  -1.010
C  3.464  -3.322  -1.996  0.484
O  3.390  -4.362  -0.961  -0.321
C  2.460  -5.362  -1.270  -0.577
H  8.646  -1.708  0.843  0.342
H  7.745  -3.025  0.022  0.355
H  8.034  -3.166  1.628  0.273
H  6.792  -0.922  -0.830  0.438
H  6.883  0.046  0.578  0.592
H  5.045  0.292  -1.043  0.484
H  4.557  0.245  0.605  -0.179
H  3.180  -0.708  -0.815  -1.082
H  5.267  -2.476  -1.584  0.459
H  4.324  -1.491  -2.641  0.457
H  3.672  -3.752  -2.976  0.725
H  2.418  -3.016  -2.042  -0.780
H  1.451  -5.003  -1.066  0.007
H  2.532  -6.172  -0.546  0.357
H  2.351  -5.778  -2.272  0.366
C  -0.341  5.760  4.023  -0.691
O  -1.395  5.700  3.092  -0.399
C  -1.120  5.144  1.880  -1.109
C  -0.917  3.599  1.758  0.467
N  0.305  2.918  2.343  0.781
C  1.620  3.501  1.932  0.004
C  2.841  3.018  2.852  -0.443
O  3.682  4.108  3.244  -0.451
C  3.649  4.710  4.541  -0.573
H  -0.726  6.428  4.792  0.403
H  0.605  6.226  3.748  0.294
H  -0.067  4.769  4.387  0.200
H  -0.304  5.593  1.313  0.557
H  -1.964  5.243  1.197  0.433
H  -0.675  3.390  0.716  -0.492
H  -1.792  3.062  2.124  0.180
H  0.411  1.942  2.104  -0.386
H  1.532  4.571  2.118  0.793
H  1.929  3.158  0.945  -0.194
H  3.444  2.211  2.437  0.047
H  2.300  2.761  3.763  0.337
H  3.833  3.946  5.296  0.304
H  2.644  5.079  4.747  0.154
H  4.438  5.445  4.701  0.286
C  -2.385  3.049  -4.275  -0.442
O  -1.028  3.426  -4.186  -0.338
C  -0.562  3.670  -2.901  -1.067
C  -0.136  2.535  -1.877  0.913
N  1.054  1.905  -2.374  0.134
C  0.933  1.139  -3.587  -0.411
C  1.720  -0.162  -3.548  0.011
O  1.401  -0.911  -4.809  -0.477
C  2.340  -2.005  -5.098  -0.701
H  -2.614  2.482  -5.178  0.311
H  -3.140  3.819  -4.116  0.352
H  -2.619  2.450  -3.396  -0.032
H  -1.322  4.263  -2.392  0.529
H  0.255  4.378  -3.041  0.438
H  -0.926  1.838  -1.596  0.017
H  0.172  3.036  -0.960  -0.432
H  1.392  1.330  -1.615  0.182
H  1.091  1.710  -4.502  0.369
H  -0.107  0.816  -3.535  0.246
H  1.427  -0.712  -2.653  -0.322
H  2.802  -0.040  -3.578  0.613
H  3.394  -1.731  -5.110  0.342
H  2.168  -2.421  -6.091  0.404
H  2.116  -2.892  -4.505  0.153

As for the HOMO-LUMO gap: 2.504 eV. As for the charge: +2. The calculation puts the largest force on an atom at 3.8 eV/Å. Its electronic energy is -91713.3482 eV. For the LUMO energy, the calculation gives -10.4133 eV.


3.
C30H75N5O10 | ωB97M-V/def2-TZVPD

Each line ends with the Mulliken charge.
Element x y z (Å)
C  36.319  16.029  8.058  -0.309
O  37.446  15.505  8.767  -0.299
C  37.161  14.479  9.693  -0.780
C  36.355  14.927  10.965  -0.206
N  37.276  15.743  11.779  -0.392
C  36.575  16.584  12.748  -0.404
C  37.448  17.243  13.758  -0.362
O  38.252  18.339  13.172  -0.259
C  39.605  18.481  13.513  -0.698
H  36.664  16.742  7.309  -0.031
H  35.536  16.418  8.710  0.157
H  35.845  15.268  7.439  0.294
H  38.137  14.087  9.980  0.358
H  36.527  13.734  9.212  0.409
H  35.928  14.116  11.555  0.283
H  35.611  15.693  10.745  0.206
H  37.958  16.210  11.200  0.269
H  35.871  15.933  13.267  0.361
H  35.917  17.327  12.298  -0.059
H  38.129  16.560  14.266  0.511
H  36.908  17.607  14.632  0.225
H  39.995  19.492  13.392  0.224
H  40.149  17.847  12.813  0.313
H  39.718  18.103  14.529  0.169
C  36.851  16.295  3.544  -0.798
O  36.831  17.095  4.641  -0.284
C  37.370  18.431  4.474  -0.587
C  38.925  18.409  4.795  -0.521
N  39.740  18.972  3.702  -0.323
C  40.867  18.180  3.309  -0.407
C  41.290  18.404  1.775  -0.528
O  40.673  19.467  1.031  -0.379
C  39.378  19.234  0.502  -0.715
H  35.891  16.185  3.040  0.335
H  36.900  15.300  3.986  0.272
H  37.711  16.300  2.874  0.263
H  36.719  19.001  5.138  0.283
H  37.128  18.796  3.476  0.389
H  39.137  17.379  5.083  0.377
H  39.256  18.920  5.699  0.375
H  39.280  19.079  2.809  0.207
H  40.665  17.109  3.330  0.310
H  41.739  18.352  3.941  0.314
H  41.080  17.518  1.176  0.285
H  42.354  18.611  1.659  0.336
H  39.225  20.117  -0.119  0.261
H  38.475  19.194  1.110  0.235
H  39.325  18.334  -0.111  0.322
C  31.451  26.314  9.574  -0.741
O  31.142  24.909  9.683  -0.368
C  32.002  24.000  9.141  -0.279
C  31.255  22.739  8.829  -0.861
N  31.836  21.634  9.561  -0.444
C  32.829  20.901  8.758  -0.348
C  33.689  20.103  9.735  -0.708
O  34.438  21.069  10.617  -0.397
C  34.706  20.618  11.961  -0.229
H  32.453  26.515  9.953  0.305
H  30.779  26.948  10.153  0.265
H  31.286  26.659  8.553  0.302
H  32.897  23.816  9.736  0.365
H  32.340  24.462  8.213  0.327
H  31.031  22.612  7.770  0.340
H  30.218  22.860  9.142  0.378
H  32.459  22.024  10.254  0.270
H  33.595  21.503  8.268  0.273
H  32.414  20.075  8.182  0.353
H  34.454  19.447  9.317  0.407
H  33.090  19.441  10.359  0.367
H  35.370  21.382  12.364  0.020
H  35.244  19.669  11.974  -0.015
H  33.820  20.399  12.555  0.385
C  39.807  23.347  23.073  -0.813
O  40.047  22.000  22.673  -0.328
C  40.813  21.970  21.436  -0.559
C  41.360  20.476  21.253  -0.770
N  40.639  19.877  20.104  -0.358
C  39.264  19.514  20.464  -0.519
C  38.524  18.900  19.296  -0.314
O  39.345  17.748  18.731  -0.486
C  38.793  17.034  17.646  -0.488
H  40.405  23.583  23.953  0.258
H  38.806  23.635  23.393  0.273
H  39.919  24.100  22.293  0.353
H  41.736  22.541  21.541  0.471
H  40.368  22.430  20.554  0.386
H  41.332  19.926  22.194  0.322
H  42.423  20.454  21.014  0.463
H  41.072  19.239  19.452  0.283
H  38.719  20.308  20.975  0.358
H  39.493  18.665  21.109  0.271
H  38.345  19.677  18.553  0.064
H  37.512  18.582  19.549  0.417
H  39.201  16.025  17.590  0.352
H  39.144  17.513  16.732  0.033
H  37.711  16.957  17.752  0.304
C  33.071  21.865  22.084  -0.745
O  33.534  20.653  21.523  -0.375
C  34.909  20.648  21.098  -0.817
C  35.283  21.103  19.659  -0.451
N  35.085  19.923  18.716  -0.354
C  35.009  20.381  17.364  -0.933
C  36.425  20.754  16.859  0.085
O  36.205  21.154  15.505  -0.375
C  37.371  21.458  14.778  -0.615
H  32.281  21.733  22.823  0.279
H  32.776  22.494  21.245  0.272
H  33.819  22.411  22.660  0.307
H  35.181  19.592  21.079  0.331
H  35.647  21.217  21.663  0.425
H  36.323  21.417  19.571  0.317
H  34.738  21.995  19.350  0.487
H  34.221  19.532  19.061  0.285
H  34.307  21.207  17.478  0.409
H  34.500  19.639  16.748  0.417
H  37.030  19.853  16.758  -0.120
H  37.013  21.493  17.404  0.473
H  38.120  20.685  14.946  0.137
H  37.810  22.407  15.087  0.355
H  37.246  21.764  13.739  0.264

As for the HOMO-LUMO gap: 8.803 eV. The calculation puts the largest force on an atom at 3.5 eV/Å. Its electronic energy is -60239.1375 eV. The SMILES is COCCNCCOC.COCCNCCOC.COCCNCCOC.COCCNCCOC.COCCNCCOC. For the LUMO energy, the calculation gives 0.6803 eV.


Energy above the lowest of the compared OMol25 structures with the same formula, charge and spin / eV: 1.417 9.387 5.229